{"formula": "C19H26N2O3", "method": "ωB97M-V/def2-TZVPD", "species": ["O", "O", "O", "N", "N", "C", "C", "C", "C", "C", "C", "C", "C", "C", "C", "C", "C", "C", "C", "C", "C", "C", "C", "C", "H", "H", "H", "H", "H", "H", "H", "H", "H", "H", "H", "H", "H", "H", "H", "H", "H", "H", "H", "H", "H", "H", "H", "H", "H", "H"], "positions_angstrom": [[-3.15852, -1.63380, 0.73464], [2.66659, -1.68471, -1.49569], [5.20858, -2.48195, -0.63517], [2.88445, 0.08524, -0.11795], [-2.62144, 0.36526, -0.10628], [-0.89592, -2.66222, 0.66905], [2.56127, 2.34061, 0.76636], [2.48429, 0.84163, 1.04716], [-6.99227, 0.93945, -0.75822], [-0.16712, -0.11916, -0.40339], [5.16174, -1.71158, 0.53023], [2.18533, -0.93543, -0.65352], [-1.47753, -0.39714, -0.04779], [-3.55830, -0.39082, 0.35379], [-4.99197, -0.03593, 0.48457], [4.22150, 0.36167, -0.62771], [0.77041, -1.12239, -0.20686], [0.40535, -2.37288, 0.30505], [-8.00722, -0.11683, -0.33625], [-1.82466, -1.65610, 0.48555], [4.36898, 1.86702, -0.87983], [-5.56898, 0.39601, -0.86908], [5.32406, -0.20379, 0.27891], [3.97874, 2.70254, 0.33583], [-7.00879, 1.76636, -0.04508], [5.39874, 2.07726, -1.17073], [3.72109, 2.14127, -1.71568], [1.85935, 2.59816, -0.02901], [6.28133, -0.03562, -0.21622], [-4.91668, 1.16750, -1.28091], [4.03756, 3.76316, 0.08589], [5.99322, -2.05499, 1.15364], [-5.08571, 0.79310, 1.19056], [-7.81355, -0.46671, 0.67437], [5.34245, 0.30741, 1.24196], [-9.01285, 0.29624, -0.36215], [4.29082, -0.15513, -1.59158], [4.22660, -1.89334, 1.08339], [-7.97119, -0.96973, -1.01050], [-1.17610, -3.62399, 1.06656], [-5.52223, -0.90147, 0.88152], [-7.28250, 1.33810, -1.73259], [1.47438, 0.55256, 1.33847], [0.09850, 0.83436, -0.82999], [4.67094, 2.51679, 1.15895], [1.16987, -3.12748, 0.40906], [-5.55641, -0.45473, -1.55356], [3.15975, 0.59681, 1.87684], [4.38730, -2.33250, -1.14001], [2.27674, 2.89192, 1.66338]], "atomic_forces_ev_per_a": [[-0.2, -0.4, 0.2], [0.0, -0.3, -0.2], [0.0, -0.2, -0.5], [0.0, 0.0, -0.1], [-0.6, 0.4, -0.1], [-0.4, 0.0, 0.1], [0.2, -0.1, 0.2], [-0.3, 0.3, 0.3], [0.1, -0.2, -0.1], [-0.1, -0.2, 0.1], [0.1, 0.4, 0.3], [-0.1, 0.0, 0.1], [0.0, -1.0, 0.4], [0.3, 0.5, -0.1], [-0.1, -0.2, -0.2], [0.5, 0.0, -0.4], [-0.2, -0.1, -0.2], [0.1, 0.1, 0.0], [0.1, 0.2, 0.0], [0.9, 0.8, -0.5], [0.0, -0.1, 0.2], [-0.1, 0.2, 0.1], [-0.3, -0.4, -0.1], [-0.2, 0.1, -0.2], [0.0, 0.1, 0.0], [0.0, 0.0, -0.1], [0.0, 0.0, -0.1], [-0.1, 0.0, 0.0], [0.1, 0.1, 0.0], [0.0, -0.1, 0.0], [0.1, 0.0, 0.1], [-0.1, 0.1, 0.0], [0.0, -0.1, 0.1], [0.0, -0.1, 0.1], [0.1, 0.1, 0.1], [-0.1, 0.0, 0.0], [0.0, 0.1, 0.2], [0.1, 0.0, 0.0], [0.0, -0.1, 0.0], [0.0, -0.1, 0.1], [0.0, 0.1, 0.1], [0.0, 0.1, 0.0], [0.2, 0.0, 0.0], [0.1, 0.2, 0.0], [0.0, 0.0, 0.1], [0.1, -0.1, 0.0], [0.1, 0.0, -0.1], [-0.1, 0.0, 0.0], [0.1, 0.0, 0.1], [-0.1, 0.0, 0.0]], "mulliken_charge": [-0.45, -0.77, -0.61, 0.48, -0.70, -1.43, -0.56, -0.83, -0.43, -0.52, -0.73, 0.57, 0.86, 0.53, -0.63, -0.56, 0.08, -0.50, -1.15, 0.70, -1.09, -0.57, -0.68, -0.70, 0.31, 0.38, 0.40, 0.21, 0.42, 0.34, 0.39, 0.46, 0.35, 0.31, 0.33, 0.36, 0.63, 0.20, 0.30, 0.43, 0.21, 0.30, 0.55, 0.54, 0.32, 0.48, 0.31, 0.30, 0.47, 0.40], "e_above_lowest_ev": 0.6531, "lumo_ev": 0.737, "e_tot_ev": -29248.9566, "smiles": "CCCCc1nc2cc(C(=O)N3CCCC[C@H]3CCO)ccc2o1", "gap_ev": 9.7}